{
  "formula": "C17H20BrN3O3",
  "method": "the ωB97M-V functional and the def2-TZVPD basis",
  "symbols": ["C", "C", "O", "C", "O", "C", "C", "C", "N", "C", "C", "N", "N", "C", "C", "C", "C", "C", "C", "Br", "C", "O", "C", "C", "H", "H", "H", "H", "H", "H", "H", "H", "H", "H", "H", "H", "H", "H", "H", "H", "H", "H", "H", "H"],
  "coordinates": [[-7.15372, -0.72256, -0.41628], [-6.19739, -1.69848, -1.08616], [-4.84020, -1.26869, -0.96105], [-4.21523, -1.55666, 0.18285], [-4.72418, -2.16456, 1.08932], [-2.78795, -1.04416, 0.21215], [-2.38785, -0.22999, -1.01267], [-0.94459, 0.24056, -0.85801], [-0.81914, 1.05621, 0.33940], [0.43433, 1.75873, 0.41951], [1.66422, 0.90554, 0.42847], [1.77004, -0.36167, 0.66663], [3.06783, -0.68788, 0.54214], [3.70817, 0.39726, 0.23193], [5.12781, 0.53101, -0.00250], [5.68532, 1.76235, -0.34146], [7.04673, 1.86211, -0.56210], [7.86043, 0.74762, -0.44858], [7.29214, -0.47162, -0.11019], [8.40827, -2.00382, 0.04580], [5.93632, -0.59874, 0.11510], [2.86487, 1.45708, 0.14061], [-1.13226, 0.28310, 1.53238], [-2.58065, -0.18767, 1.46512], [-6.96212, -0.69396, 0.65343], [-8.17789, -1.04381, -0.58207], [-7.02241, 0.27554, -0.82734], [-6.37832, -1.75386, -2.16159], [-6.29684, -2.69224, -0.63739], [-2.14185, -1.92694, 0.29129], [-3.04146, 0.63816, -1.10067], [-2.48389, -0.82618, -1.92011], [-0.66478, 0.85341, -1.71936], [-0.27561, -0.63396, -0.81927], [0.51386, 2.44205, -0.43404], [0.43407, 2.36892, 1.33083], [5.04961, 2.62994, -0.42957], [7.48213, 2.81395, -0.82497], [8.92323, 0.82105, -0.61964], [5.48823, -1.54347, 0.37801], [-0.99972, 0.93137, 2.40221], [-0.46111, -0.58206, 1.63496], [-3.23835, 0.68209, 1.41765], [-2.83010, -0.76507, 2.35526]],
  "atomic_forces_ev_per_a": [[0.4, -0.2, -0.1], [-0.5, -0.2, 0.1], [0.1, 0.2, -0.3], [0.3, -0.1, 0.2], [-0.1, 0.0, 0.1], [-0.2, 0.2, 0.0], [0.3, -0.1, 0.0], [-0.3, 0.0, -0.2], [0.2, 0.0, 0.0], [0.0, 0.3, 0.0], [-0.1, -0.5, 0.1], [-1.4, 0.6, 0.1], [1.6, 0.0, -0.2], [-0.6, -0.7, 0.2], [0.5, 0.4, -0.1], [-0.1, -0.1, 0.1], [0.0, 0.0, 0.0], [0.0, -0.1, 0.0], [0.1, -0.1, 0.0], [-0.1, 0.2, 0.0], [0.0, 0.1, 0.0], [0.2, 0.1, 0.0], [-0.3, 0.0, 0.2], [0.2, -0.2, 0.1], [0.0, 0.0, 0.1], [-0.1, 0.0, 0.0], [0.0, 0.1, 0.0], [0.1, 0.0, 0.1], [0.0, 0.1, -0.2], [-0.1, 0.0, 0.0], [0.0, 0.0, -0.1], [0.0, 0.0, 0.0], [0.0, 0.0, 0.0], [0.0, 0.1, -0.1], [0.0, 0.0, 0.1], [0.0, 0.0, -0.1], [0.0, 0.1, 0.0], [0.0, 0.1, 0.0], [0.1, 0.0, 0.0], [0.0, -0.1, 0.0], [0.0, 0.0, 0.0], [-0.1, 0.1, 0.1], [-0.1, 0.0, 0.0], [0.0, 0.0, 0.0]],
  "energy_ha": -3623.812188,
  "total_charge": 0,
  "smiles": "CCOC(=O)C1CCN(Cc2nnc(-c3cccc(Br)c3)o2)CC1",
  "homo_lumo_gap_ev": 9.06,
  "relative_energy_kj_mol": 0.00
}